The following is a quantum chemistry calculation of a cluster of 2 separate species, C9H14O2S in total in a non-equilibrium geometry, from the OMol25 dataset.

The value obtained for the molar mass is 186.28 g mol⁻¹. The calculation puts the lowest unoccupied orbital energy at -0.0019 Eh.

```
! RIJCOSX wB97M-V def2-TZVPD def2/J DEFGRID3
* xyz 0 1
C 1.18375 -0.42179 -0.41563
C 0.10524 0.30639 -1.21396
C 0.71675 -0.78634 0.76612
C -1.09800 0.26640 -0.46985
C -0.74621 -0.31541 0.83993
C 2.51293 -0.47158 -0.97455
C 0.16852 1.06132 -2.53410
C 1.18130 -1.79805 1.74503
C -2.46658 0.86008 -0.74073
O -1.21643 -0.16943 3.48444
O -0.18867 1.84170 2.35053
S -1.04216 0.69535 2.33131
H -1.70427 -1.43561 1.39367
H 3.10337 -1.08773 -0.25587
H 2.88834 0.47952 -1.15765
H 2.64061 -1.00814 -1.95781
H -0.23610 0.43893 -3.29684
H 1.25366 1.29452 -2.68327
H -0.41208 1.93744 -2.46712
H 1.95191 -2.50030 1.41873
H 0.29123 -2.36485 1.94276
H 1.65668 -1.37588 2.63556
H -3.04102 0.56766 -1.66567
H -2.16263 1.95206 -1.08561
H -3.08141 0.91759 0.12389
H -2.25873 1.11616 1.88669
*
```



The following is a quantum chemistry calculation of an isolated molecule of C2H7N3 in a non-equilibrium geometry, from the OMol25 dataset.

The value obtained for the molar mass is 73.10 g mol⁻¹. Its SMILES is [H]/N=C/NNC. The calculation puts the lowest unoccupied orbital energy at 0.0329 Eh.

```
! RIJCOSX wB97M-V def2-TZVPD def2/J DEFGRID3
* xyz 0 1
H 0.36781 1.57850 2.61572
N -0.20348 1.66276 1.71574
C 0.20272 0.82740 0.84237
N -0.32273 0.46277 -0.41680
N 0.16747 -0.60330 -1.26635
C -0.00044 -1.91309 -0.72557
H 1.16531 0.30502 0.95074
H -1.01013 1.00850 -0.89931
H 1.16510 -0.36939 -1.50652
H -0.06359 -2.61442 -1.82640
H -1.19568 -1.91833 -0.34974
H 0.86872 -2.13131 0.08655
*
```



The following is a quantum chemistry calculation of a structure of composition C16H25Cl2InN5S3Sb, from the OMol25 dataset.

The value obtained for the molar mass is 691.10 g mol⁻¹. Its expectation value of S² is 0.758. The calculation puts the lowest unoccupied orbital energy (spin up / spin down) at -0.1244 / -0.1353 Eh.

```
! RIJCOSX wB97M-V def2-TZVPD def2/J DEFGRID3
* xyz 1 2
In -0.93749 0.34518 -1.02937
C 3.73094 0.53356 -1.68392
C 2.34109 0.60394 -1.13347
N 1.41462 -0.22072 -1.40953
C 1.61503 -1.34389 -2.30350
C 0.54286 -2.37990 -2.00607
N -0.78044 -1.75946 -2.08926
C -1.87985 -2.59865 -1.60919
C -1.87917 -2.70531 -0.07892
N -1.51130 -1.43347 0.57897
C -2.40131 -0.96833 1.67046
C -2.86582 0.48280 1.46545
N -1.69655 1.21077 1.02662
C -1.10427 2.12002 1.68151
C -1.62265 2.75589 2.93698
C 0.23680 2.49921 1.12804
C 0.89993 3.69253 1.37050
C 2.13207 3.88729 0.76441
C 2.67270 2.89581 -0.04056
C 1.94009 1.73242 -0.23214
N 0.76137 1.56333 0.34929
H 4.11956 -0.48245 -1.62064
H 4.41778 1.18748 -1.15505
H 3.72073 0.81521 -2.74008
H 2.60392 -1.79301 -2.19746
H 1.51150 -0.98666 -3.33309
H 0.68771 -2.76151 -0.99171
H 0.63506 -3.22559 -2.69224
H -0.96403 -1.44983 -3.04841
H -1.82929 -3.60375 -2.03699
H -2.80338 -2.13316 -1.94525
H -1.19773 -3.49191 0.25163
H -2.87751 -3.00550 0.23531
H -0.58773 -1.55542 0.97994
H -1.86055 -1.03073 2.61727
H -3.27082 -1.61877 1.75321
H -3.30727 0.86596 2.38555
H -3.60985 0.53635 0.67118
H -1.85010 1.99342 3.68278
H -2.54485 3.30070 2.72937
H -0.90200 3.44196 3.37211
H 0.46335 4.46372 1.98926
H 2.66792 4.81524 0.91300
H 3.62538 3.04819 -0.52625
S -0.84199 0.37552 -4.66028
Sb -2.44660 1.87961 -3.69181
S -3.29665 0.49505 -1.93553
S -0.39468 2.35053 -2.47811
Cl 0.24162 -3.49473 2.97032
C 1.82711 -2.71940 2.90771
Cl 1.82947 -1.33743 1.78766
H 2.55246 -3.44055 2.55525
H 2.07281 -2.35150 3.89503
*
```



The following is a quantum chemistry calculation of a structure of composition C36H35BeCl3GeN4O5 in a non-equilibrium geometry, from the OMol25 dataset.

The value obtained for the molar mass is 791.68 g mol⁻¹. Its expectation value of S² is 0.756. The calculation puts the lowest unoccupied orbital energy (spin up / spin down) at -0.1242 / -0.2179 Eh.

```
! RIJCOSX wB97M-V def2-TZVPD def2/J DEFGRID3
* xyz 1 2
Be -0.13908 -0.39141 0.21640
C 3.04533 5.81024 0.15052
O 2.56182 4.67728 0.84250
C 2.41917 4.63788 2.20966
C 3.21001 5.34035 3.06676
C 2.95075 5.15198 4.46564
C 1.90463 4.33483 4.93566
C 0.99204 3.75477 3.98552
C 1.33625 3.83377 2.61633
N 0.64876 3.07639 1.60675
C 0.33347 1.76656 1.67663
N 0.96616 0.95105 2.57273
C 0.86971 -0.47914 2.65066
C 0.49898 -1.24984 1.60657
C 0.49259 -2.60127 1.79273
C 0.74598 -3.20488 3.01418
C 1.14751 -2.44042 4.07924
C 1.18278 -1.07463 3.92870
O 1.58421 -0.19787 4.90809
C 1.68999 -0.73746 6.19664
N -0.43914 1.17866 0.71087
C -1.42141 2.00551 0.10803
C -1.36745 2.30439 -1.29449
C -2.28018 3.21191 -1.89289
C -3.32466 3.71800 -1.11883
C -3.51613 3.30095 0.22559
C -2.50408 2.58516 0.88308
O -2.40991 2.33232 2.18982
C -3.55119 2.69266 2.97562
H 2.74768 5.57833 -0.88780
H 4.10186 5.86506 0.15210
H 2.54514 6.73741 0.43286
H 3.88246 6.05973 2.64144
H 3.67087 5.66984 5.20078
H 1.72234 4.25634 6.03044
H 0.17054 3.07482 4.27363
H 0.41538 3.59794 0.71822
H 1.59293 1.35241 3.29027
H 0.24066 -3.32932 1.04765
H 0.64753 -4.25427 3.08810
H 1.36175 -2.90403 5.05350
H 2.28950 -1.63939 6.21790
H 0.72043 -1.01064 6.68044
H 2.22294 -0.03872 6.84524
H -0.44391 1.91452 -1.71615
H -2.24212 3.50354 -2.95583
H -4.05830 4.36276 -1.63240
H -4.45012 3.67658 0.73360
H -3.64270 3.79381 3.14867
H -3.36026 2.24282 3.97314
H -4.48858 2.27017 2.58555
Cl -3.37760 -1.31594 -1.89325
Ge -2.57610 -1.38666 0.23738
Cl -2.91662 -3.45139 0.98383
Cl -4.19333 -0.28081 1.47629
C -1.17940 -4.88062 -1.82451
O -1.54502 -3.98917 -2.88741
C -1.34540 -4.28073 -4.19722
C -0.97298 -5.57093 -4.66771
C -0.83854 -5.65058 -6.05742
C -0.92682 -4.56149 -6.95868
C -1.19200 -3.32688 -6.43697
C -1.39539 -3.12692 -5.04813
N -1.57289 -1.81437 -4.57013
C -0.80046 -1.23460 -3.67700
C 0.51783 -1.62992 -3.32493
C 1.46447 -2.32477 -4.13710
C 2.65431 -2.70423 -3.71436
C 2.96904 -2.52685 -2.34299
C 2.15757 -1.78904 -1.52442
C 0.92861 -1.28498 -2.00495
O 0.07733 -0.56636 -1.26699
H -1.47225 -4.41333 -0.93214
H -0.07481 -5.00393 -1.85147
H -1.65625 -5.85871 -1.96106
H -0.80346 -6.41264 -4.00459
H -0.36968 -6.53128 -6.47827
H -0.75291 -4.75451 -8.03715
H -1.20286 -2.41899 -7.04295
H -2.47790 -1.31437 -4.79049
H -1.21080 -0.33285 -3.24209
H 1.16072 -2.43154 -5.17815
H 3.32211 -3.15313 -4.42654
H 3.89604 -2.97973 -1.99922
H 2.43249 -1.76519 -0.44922
*
```



The following is a quantum chemistry calculation of an isolated molecule of C4H4N2S, from the OMol25 dataset.

The value obtained for the molar mass is 112.16 g mol⁻¹. Its SMILES is C1=NN=C[C@@H]2S[C@@H]12. The calculation puts the lowest unoccupied orbital energy at 0.0001 Eh.

```
! RIJCOSX wB97M-V def2-TZVPD def2/J DEFGRID3
* xyz 0 1
C -0.04193 0.23715 -1.43175
N 1.17606 -0.10814 -1.17825
N 1.49586 -0.73956 0.04525
C 0.80401 -0.49214 1.10850
C -0.30472 0.48338 0.88901
S -2.08878 0.65869 0.88784
C -0.99678 -0.06979 -0.32958
H -0.22667 0.63872 -2.41494
H 1.14998 -0.92707 2.03617
H 0.13152 1.46633 0.66753
H -1.09854 -1.14755 -0.27978
*
```